222
Properties=species:S:1:pos:R:3:forces:R:3:mulliken_charge:R:1 method="wB97M-V/def2-TZVPD" total_charge=0 lumo_energy_ev=0.3 gap_ev=9.186 fmax_ha_per_bohr=0.0567
C 2.467312 1.001968 -7.755996 -0.1 0.3 1.5 -0.5994
C 2.426665 2.480060 -7.431329 0.3 0.9 -1.5 -0.3197
O 2.416594 2.865425 -6.067782 0.3 0.8 1.2 -0.2608
P 3.731934 3.119381 -5.197136 0.6 -2.4 -1.5 0.7078
O 3.612904 3.884584 -3.972306 -0.5 0.3 0.4 -0.7176
O 4.799571 3.644223 -6.253307 -0.8 -0.2 -0.1 -0.2639
C 6.198668 3.686351 -5.983038 0.6 0.6 -1.0 -0.2497
C 6.982913 2.991855 -7.118799 -0.7 -0.5 1.3 -1.1285
O 4.252773 1.570766 -5.019190 0.3 1.6 0.2 -0.2163
C 3.493345 0.767889 -4.121877 0.0 -1.4 0.3 -0.0521
C 3.879977 -0.710871 -4.361831 -1.4 0.4 -0.2 -0.9017
H 2.262563 0.915085 -8.819882 0.2 -0.4 0.0 0.4594
H 3.410615 0.572639 -7.416198 0.2 0.0 -0.5 0.2032
H 1.703920 0.499478 -7.156553 -0.2 0.0 -0.4 -0.1229
H 3.252968 3.012579 -7.915162 0.1 -0.3 0.0 0.3146
H 1.551279 2.945357 -7.894259 -0.2 -0.2 0.4 0.3802
H 6.483044 4.740236 -5.999350 -0.1 0.0 0.4 0.3315
H 6.392359 3.258633 -5.000567 0.2 -0.1 -0.1 0.3354
H 8.046621 3.086417 -6.903405 0.0 0.0 -0.1 0.3763
H 6.697687 1.940011 -7.055568 0.2 -0.1 -0.3 0.2757
H 6.762007 3.359916 -8.117088 -0.1 0.3 0.1 0.2975
H 3.678374 0.948261 -3.060499 0.3 0.7 -0.2 0.1747
H 2.434608 0.971631 -4.298151 -0.1 -0.4 0.0 0.3294
H 4.932928 -0.833706 -4.602719 0.1 0.1 0.2 0.3651
H 3.559014 -1.286669 -3.492848 0.4 0.0 0.2 0.0761
H 3.276773 -1.120565 -5.176995 0.2 0.1 -0.3 0.2047
C -6.360661 4.633535 -0.288235 -0.3 -0.8 -0.5 -0.9868
C -6.432924 3.974008 1.061158 -1.0 0.3 0.8 -0.3773
O -5.128611 3.739655 1.560711 1.5 -0.6 0.3 -0.0535
P -4.721252 2.563987 2.594670 -1.8 -1.4 -0.4 0.8386
O -5.618392 1.393974 2.566381 0.5 1.7 0.4 -0.8668
O -3.220470 2.253881 2.262952 0.9 1.2 -1.3 0.1123
C -2.494557 1.067492 2.599541 -1.0 -1.6 2.0 0.8374
C -1.433554 0.580915 1.635329 -0.6 2.5 -0.8 1.7048
O -4.672540 3.325126 4.002254 0.3 0.0 -0.3 -0.1195
C -4.050311 4.612027 4.092839 -0.2 0.6 0.3 -0.1243
C -5.112184 5.706395 4.126331 0.5 0.7 0.2 -1.4142
H -7.378866 4.778117 -0.656149 0.0 0.3 0.1 0.4160
H -5.796145 5.561731 -0.324839 0.0 0.0 0.1 0.2746
H -5.945549 3.895952 -0.979830 0.3 0.3 -0.1 0.0895
H -6.962137 4.603123 1.787427 0.2 0.2 0.0 0.4451
H -7.057300 3.077860 1.023106 0.5 -0.3 -0.1 0.2595
H -2.054962 1.234787 3.585762 0.0 0.2 0.0 -0.4716
H -3.254754 0.302908 2.780792 0.0 -0.1 -0.3 -0.5895
H -0.497485 1.081884 1.885780 0.3 -0.7 0.1 -0.3343
H -1.385715 -0.489529 1.480773 0.1 0.0 0.2 -0.7767
H -1.698650 1.078793 0.695853 0.1 -0.6 -0.3 -0.3431
H -3.443549 4.639778 4.999431 -0.3 -0.3 0.3 0.4283
H -3.306367 4.828270 3.322100 -0.3 -0.4 -0.4 0.1695
H -5.946149 5.477177 4.787428 0.1 -0.2 0.0 0.2917
H -4.633724 6.610142 4.518718 0.0 0.0 0.1 0.4547
H -5.495036 6.014808 3.153993 0.0 -0.5 -0.1 0.2019
C -3.303453 2.739390 -2.782382 -0.9 0.3 -0.4 -1.4083
C -3.665073 1.808107 -1.598406 1.1 0.5 -1.7 1.1279
O -4.189209 0.556325 -2.120370 0.4 -0.7 0.1 -0.2170
P -4.329666 -0.612899 -1.051276 -1.6 -0.5 1.7 -0.5890
O -4.884954 -0.269429 0.257919 0.1 0.5 -0.5 -0.6843
O -5.288707 -1.700214 -1.734308 0.6 0.5 -1.0 -0.3014
C -4.932931 -2.337152 -2.996557 0.2 0.2 1.6 0.9602
C -5.771159 -3.593260 -3.091077 -0.5 -0.3 -1.2 -1.6792
O -2.916808 -1.309881 -0.863738 1.0 1.1 -1.6 1.4358
C -2.754344 -2.499034 -0.123974 -1.7 -0.9 -0.5 -0.9467
C -1.422868 -3.154969 -0.329538 0.9 -1.4 1.4 -1.2568
H -3.075695 2.167025 -3.683145 0.1 -0.2 0.2 0.2836
H -4.080399 3.446412 -3.084664 -0.3 -0.2 0.2 0.3360
H -2.435227 3.369162 -2.588335 0.1 -0.2 0.4 0.4013
H -2.656030 1.622609 -1.232691 -0.4 -0.3 1.1 -0.2203
H -4.410335 2.198924 -0.915921 0.4 0.1 0.4 -0.4292
H -5.106020 -1.674965 -3.846846 -0.4 0.1 0.1 0.2014
H -3.843199 -2.438841 -2.977558 0.0 -0.7 -0.1 -0.5760
H -5.886927 -4.354996 -2.319651 1.1 0.5 0.6 0.3596
H -6.819946 -3.315304 -3.225779 0.1 0.3 -0.4 0.3854
H -5.427954 -4.117967 -3.988450 -0.3 -0.1 -0.1 0.3964
H -3.130862 -2.342923 0.893722 0.7 0.1 0.1 0.1789
H -3.503793 -3.188034 -0.547527 0.1 -0.2 0.2 0.5891
H -0.509504 -2.661995 0.012579 -0.2 0.7 -0.6 0.1936
H -1.364255 -4.016510 0.353626 -0.6 0.1 0.3 0.5077
H -1.271470 -3.716047 -1.252335 -0.1 0.9 -0.5 0.6365
C -4.525889 1.114070 7.593245 -2.6 0.7 -0.7 -1.1244
C -5.471984 0.772985 6.376342 1.2 -0.2 1.5 -0.2364
O -4.593625 0.157467 5.439977 0.7 -0.7 -0.6 0.6468
P -4.756415 -1.214688 4.672216 -1.5 0.0 -0.9 -0.0270
O -5.399163 -1.110036 3.345092 1.0 -0.9 1.5 -0.7761
O -3.270345 -1.828471 4.735637 -0.8 0.5 -0.2 0.4989
C -3.034275 -3.153772 4.233857 0.1 -0.7 0.4 -0.7182
C -1.781946 -3.205161 3.389388 0.7 0.0 -0.9 -0.5736
O -5.627639 -2.144145 5.672449 0.6 0.1 -0.8 -0.3065
C -5.099276 -2.698615 6.870718 -0.9 -0.5 0.3 -0.2118
C -5.220646 -4.234951 6.900540 0.0 1.0 0.1 -1.2715
H -4.122428 2.085304 7.318098 1.3 -0.5 0.2 0.2179
H -5.130121 1.330922 8.481652 -0.2 -0.1 -0.1 0.4108
H -3.957404 0.222029 7.826574 0.8 0.4 -0.2 0.2563
H -6.242586 0.099168 6.750797 -0.2 -0.1 -0.6 0.3365
H -5.877511 1.656322 5.891414 -0.2 0.0 0.1 0.2575
H -2.938579 -3.775323 5.125450 0.4 0.0 0.0 0.0643
H -3.856432 -3.650393 3.713317 -0.4 0.9 -0.2 0.5818
H -0.922430 -3.632491 3.901447 0.0 0.3 0.2 0.4038
H -1.864553 -3.771880 2.457975 -0.6 -0.5 0.3 0.2282
H -1.505329 -2.240686 2.957556 0.0 0.3 0.7 -0.1645
H -4.073705 -2.381662 7.065926 0.0 0.1 0.0 0.2314
H -5.778399 -2.335533 7.647757 0.4 0.2 0.2 0.4289
H -4.364979 -4.707209 6.424621 -0.1 -0.2 0.2 0.2663
H -5.301176 -4.457578 7.965091 0.3 -0.6 -0.1 0.4028
H -6.140744 -4.550011 6.411740 0.0 0.0 0.0 0.2682
C -0.225653 -3.520734 -9.045162 0.5 0.2 0.8 -1.3418
C -1.298643 -2.906087 -8.156038 0.1 -0.4 0.3 0.1379
O -0.684795 -1.709876 -7.643131 0.0 0.4 0.1 -0.0860
P -1.474097 -0.714299 -6.683812 -1.3 -1.0 -0.9 0.1641
O -0.672335 0.434012 -6.299931 0.0 0.1 0.1 -0.6492
O -2.030077 -1.674607 -5.503882 -0.1 -0.2 -0.8 0.5471
C -1.085598 -2.477122 -4.729112 1.7 1.5 -0.9 -0.7766
C -0.781870 -1.648249 -3.507008 -1.7 -1.3 1.4 0.7841
O -2.818042 -0.402373 -7.587162 1.1 -0.6 1.9 -0.3516
C -4.116139 -0.699215 -7.040984 -0.8 -0.1 -0.2 -0.0197
C -4.573209 -2.147974 -7.141436 -0.1 0.7 0.3 -1.0277
H -0.148042 -2.924559 -9.950896 0.1 -0.3 -0.2 0.3199
H 0.696933 -3.407574 -8.469006 0.1 0.3 -0.2 0.3061
H -0.221446 -4.598762 -9.199254 -0.8 0.1 -0.4 0.3734
H -2.238390 -2.659840 -8.642816 0.1 0.1 -0.4 0.1553
H -1.580750 -3.532057 -7.305008 0.2 -0.2 0.0 0.2062
H -1.480668 -3.457689 -4.468945 -0.5 0.2 -0.2 0.3385
H -0.184687 -2.652537 -5.327483 -0.1 0.0 -0.2 0.4915
H -0.790464 -0.567484 -3.588409 0.5 0.0 -0.6 0.2707
H -1.707581 -1.906334 -2.975779 0.2 0.8 0.8 -1.0714
H 0.008044 -2.029312 -2.861155 0.3 0.1 -0.3 -0.1816
H -4.252167 -0.451612 -5.984641 0.5 0.6 -0.1 0.0233
H -4.789142 -0.083865 -7.638314 0.0 0.1 0.1 0.4283
H -5.629116 -2.096776 -6.860230 -0.1 -0.2 -0.4 0.4598
H -4.448432 -2.512716 -8.157713 -0.1 -0.4 0.1 0.3308
H -4.115170 -2.742806 -6.353378 0.3 -0.3 -0.4 0.0791
C -0.737611 9.766550 1.992416 0.2 0.9 0.5 -1.2238
C -0.912291 8.279810 1.992535 0.3 -0.6 -0.5 -0.1152
O 0.251436 7.698131 1.340310 0.2 -1.0 0.4 -0.2925
P 1.077621 6.495086 2.019623 0.6 0.0 -1.0 0.1856
O 0.512935 5.688834 3.106973 -0.3 0.7 0.3 -0.3845
O 1.420964 5.598164 0.748489 0.2 0.6 0.1 0.1717
C 1.403138 4.154211 0.764640 0.9 -0.3 0.2 0.6400
C 1.571852 3.618213 -0.653956 -1.1 0.4 0.1 -1.2397
O 2.449951 7.239916 2.417105 -0.8 -0.3 -0.4 -0.3905
C 3.213116 7.753854 1.318852 1.0 -0.3 -1.1 -0.3624
C 4.321762 6.756272 0.874054 0.3 1.2 0.9 -1.0084
H 0.235638 10.075361 2.378205 0.1 -0.2 -0.1 0.3061
H -0.851876 10.166535 0.985262 0.1 -0.1 0.0 0.2975
H -1.457701 10.291576 2.623970 -0.2 -0.3 0.0 0.3755
H -0.991657 7.766055 2.950303 -0.3 0.5 0.2 0.3318
H -1.764686 8.044005 1.352959 -0.1 -0.3 0.2 0.1898
H 2.242749 3.736147 1.331516 0.2 0.5 0.3 0.2246
H 0.525454 3.842738 1.329112 -0.4 -0.1 -0.6 -0.3256
H 1.101696 2.633621 -0.670917 0.1 -0.1 -0.3 0.2429
H 1.045812 4.282673 -1.342149 -0.2 -0.2 0.0 0.3764
H 2.584522 3.557724 -1.046182 0.2 0.0 0.4 0.3675
H 2.657836 8.026947 0.419006 -0.8 -0.4 0.3 0.2634
H 3.649959 8.717931 1.577927 0.1 -0.2 0.7 0.5419
H 5.246098 7.120709 1.329699 0.2 -0.1 -0.3 0.3367
H 4.227796 5.748218 1.269297 -0.6 -0.1 -0.3 0.2595
H 4.412609 6.797060 -0.207970 0.1 -0.4 0.0 0.2690
C 5.485639 -7.852317 1.308623 -0.4 -0.3 -0.8 -1.3060
C 5.768033 -6.674456 0.386718 1.2 -0.5 -0.7 -0.2327
O 4.665479 -6.579402 -0.515857 -0.8 1.0 -0.4 -0.3387
P 4.495162 -5.352826 -1.545794 1.3 -0.1 0.3 1.1599
O 4.677843 -4.043879 -0.901646 -0.3 -0.3 -0.3 -0.5807
O 5.589887 -5.666136 -2.697745 -1.8 -0.6 1.5 -0.4869
C 5.695679 -4.866657 -3.875822 2.3 0.6 0.6 -0.1254
C 6.875202 -3.892711 -3.588636 -0.6 1.3 0.3 -1.1168
O 3.129795 -5.702980 -2.244290 0.4 0.0 -0.4 -0.3559
C 1.829635 -5.749815 -1.661120 -0.7 0.2 1.0 -0.4998
C 1.687005 -4.897158 -0.392682 0.2 -0.3 -1.4 -0.6471
H 5.050777 -8.620731 0.664610 0.3 -0.2 0.0 0.3566
H 6.382212 -8.268332 1.763270 0.0 0.2 0.1 0.3901
H 4.696324 -7.687947 2.042925 0.3 0.4 0.2 0.2730
H 6.109689 -5.767720 0.894518 -1.0 0.3 0.0 0.3615
H 6.597403 -6.853677 -0.310157 0.3 -0.6 0.5 0.3482
H 6.052806 -5.591990 -4.606942 -0.5 0.3 -0.4 0.2527
H 4.767979 -4.360162 -4.134645 0.0 -0.1 -0.1 0.2726
H 7.267267 -3.345130 -4.449377 0.1 -0.7 -0.3 0.4123
H 6.610954 -3.048009 -2.940673 -0.7 -0.3 0.1 0.2092
H 7.665498 -4.342824 -2.989407 0.1 -0.6 -0.6 0.3462
H 1.135555 -5.381000 -2.416366 0.1 -0.2 -0.1 0.3066
H 1.588779 -6.778251 -1.381393 0.2 -0.1 -0.5 0.2724
H 0.666784 -5.000456 -0.027702 0.1 -0.1 0.2 0.2353
H 2.426847 -5.280226 0.306018 -0.1 0.5 0.4 0.4292
H 1.863235 -3.877940 -0.734235 0.2 0.2 0.7 0.0788
O 1.500007 -3.104022 4.394838 0.3 -0.3 0.5 -0.3562
C 2.563417 -3.637379 4.506463 -0.6 0.3 -1.5 0.3434
O 3.491480 -3.405314 5.410823 1.0 0.1 0.6 -0.2715
C 4.753912 -4.044208 5.017995 -1.1 0.1 -0.1 -0.3536
C 4.311236 -4.944928 3.841584 1.9 -0.3 1.1 0.1288
O 3.015370 -4.518540 3.570972 -0.6 -0.4 -0.5 -0.2388
H 5.440951 -3.271149 4.687439 0.1 0.1 0.4 0.2158
H 5.058267 -4.596660 5.900263 0.5 0.1 -0.1 0.3624
H 4.437433 -5.987000 4.151592 -0.9 -0.1 -0.1 0.2430
H 5.012621 -4.856760 3.010298 -0.5 0.5 -0.4 -0.0462
O 4.775258 -0.202576 3.881878 0.1 -0.5 0.1 -0.5691
C 4.612411 -0.260554 5.062684 -0.5 1.1 -0.5 0.5822
O 3.675025 0.471302 5.697111 0.2 0.3 0.3 -0.0928
C 3.706446 0.207401 7.096284 -0.5 -0.4 0.3 -0.4045
C 4.865867 -0.785020 7.250583 -0.8 0.5 0.6 -0.2411
O 5.337255 -0.968741 5.927479 0.5 -0.7 0.1 -0.3564
H 3.831511 1.082775 7.732984 0.2 0.4 -0.6 0.3222
H 2.744572 -0.226687 7.371283 0.0 -0.1 -0.1 0.2334
H 4.452646 -1.697337 7.677335 0.5 -0.3 -0.2 0.2334
H 5.638317 -0.357872 7.885920 0.3 -0.3 -0.2 0.3184
O -0.774882 0.107049 5.826963 0.7 -0.3 0.6 -0.4109
C -0.212050 1.101008 5.505622 -1.6 0.6 -1.2 0.2888
O -0.800237 2.338355 5.644899 1.0 -0.7 0.6 -0.3711
C -0.068459 3.293577 4.888987 0.0 -0.4 -1.2 0.0786
C 1.159730 2.525136 4.390366 0.3 0.6 0.0 0.0941
O 0.897942 1.175953 4.738425 0.1 -0.3 0.8 -0.1533
H -0.696982 3.529048 4.029160 0.0 0.7 0.3 -0.0236
H 0.265696 4.139630 5.480870 -0.6 0.2 0.0 0.5310
H 2.032716 2.961292 4.881811 0.3 -0.7 0.1 0.2965
H 1.337134 2.538769 3.316721 -0.2 0.2 0.0 -0.2915
O 1.722961 -0.502566 -1.615245 0.3 -1.1 0.1 -0.3257
C 1.932679 -0.870326 -0.491160 0.4 1.9 0.1 0.0130
O 2.857703 -1.698496 -0.037900 0.3 -1.4 0.0 -0.3119
C 2.839289 -1.798357 1.423187 -1.9 1.1 -0.8 0.3184
C 1.617228 -0.867694 1.752966 1.6 -0.3 1.4 0.8180
O 1.354657 -0.239730 0.542966 -1.4 0.6 -0.2 0.0895
H 2.505553 -2.777385 1.754793 1.0 -0.4 -0.2 -0.1368
H 3.785845 -1.393152 1.761045 0.0 -0.4 0.3 0.2969
H 1.909957 -0.141453 2.513845 -0.1 0.2 -0.1 -0.2599
H 0.765265 -1.407478 2.168652 -0.1 -0.1 -0.4 -0.3964